A 2-piece molecular cluster, C6H11NO overall, computed with the ωB97M-V functional and the def2-TZVPD basis.

Geometry (Å):
C (-0.89839, 1.74721, -0.39575)
C (-0.37189, 0.69247, -0.19245)
C (0.47646, -0.47756, -0.02794)
C (0.28179, -1.12247, 1.34491)
C (1.94954, -0.02240, -0.20185)
N (2.24730, 0.67921, -1.43182)
H (-1.43678, 2.64395, -0.51550)
H (0.23540, -1.20412, -0.81608)
H (-0.71757, -1.53098, 1.45208)
H (1.00943, -1.91753, 1.47736)
H (0.43100, -0.38145, 2.12683)
H (2.20313, 0.64916, 0.62342)
H (2.60108, -0.89808, -0.14309)
H (2.07982, 0.07936, -2.23516)
H (1.65009, 1.49365, -1.52315)
C (-2.91947, -0.10014, 0.11710)
O (-2.80555, -0.46834, 1.24801)
H (-3.41296, 0.84708, -0.15637)
H (-2.60235, -0.70906, -0.75057)

The energy above the lowest of the compared OMol25 structures with the same formula, charge and spin comes out at 76.3 kcal/mol. The net charge is 0. Its largest force on an atom is 0.62 eV Å⁻¹. For the HOMO-LUMO gap, the calculation gives 10.25 eV. Its structure (SMILES) is C#C[C@H](C)CN.C=O. The value obtained for the total energy is -365.10985 a.u.



CH5NO2Si in the gas phase in a non-equilibrium geometry, computed with the ωB97M-V functional and the def2-TZVPD basis.

Geometry (Å):
C (1.15526, 0.10712, 0.94880)
N (-1.68111, 0.43026, -0.53273)
O (-2.49192, 0.26850, -1.40940)
O (-1.68201, 1.35785, 0.24967)
Si (0.16609, -0.51265, -0.59579)
H (1.23029, -0.73711, 1.73332)
H (2.21187, 0.33812, 0.61182)
H (0.53058, 0.92499, 1.48817)
H (-0.26254, -1.84352, -0.59867)
H (0.82349, -0.33354, -1.89519)

The energy above the lowest of the compared OMol25 structures with the same formula, charge and spin comes out at 27.5 kcal/mol. The net charge is 0. Its largest force on an atom is 5.01 eV Å⁻¹. Its spin multiplicity is 3. For the HOMO-LUMO gap (alpha / beta), the calculation gives 7.38 / 7.14 eV. Its expectation value of S² is 2.010. The value obtained for the total energy is -535.59256 a.u.



CH10N3 as an isolated structure in a non-equilibrium geometry, computed with the ωB97M-V functional and the def2-TZVPD basis.

Geometry (Å):
N (0.03601, -0.88026, -2.02283)
H (0.96667, -1.07271, -2.36963)
H (-0.55564, -1.62009, -1.72150)
H (-0.42261, -0.30933, -2.72064)
H (0.16233, -0.05447, -1.04158)
N (-0.08953, 0.93670, -0.13680)
C (-0.45130, 0.40820, 1.21634)
N (0.62193, -0.31734, 1.86494)
H (-0.70912, 1.66970, -0.45662)
H (0.81570, 1.41635, -0.03407)
H (-1.32385, -0.20923, 1.06305)
H (-0.76811, 1.18400, 1.93196)
H (1.23729, 0.17307, 2.52562)
H (0.48024, -1.32457, 1.90175)

The energy above the lowest of the compared OMol25 structures with the same formula, charge and spin comes out at 9.6 kcal/mol. The net charge is +2. Its largest force on an atom is 3.14 eV Å⁻¹. Its spin multiplicity is 2. For the HOMO-LUMO gap (alpha / beta), the calculation gives 12.87 / 6.94 eV. Its expectation value of S² is 0.755. The value obtained for the total energy is -207.61368 a.u.



An isolated ion of composition C4H6NO2 and charge -1 in a non-equilibrium geometry, computed with the ωB97M-V functional and the def2-TZVPD basis.

Geometry (Å):
C (0.65713, -0.13288, 0.15848)
C (0.69769, -1.41309, -0.41618)
C (-1.05810, 1.24283, -0.49046)
C (-0.58451, 0.55215, 0.69198)
N (1.72242, 0.66845, 0.23249)
O (2.84319, 0.01819, 0.02298)
O (-1.61549, -0.30592, 1.12222)
H (1.68606, -1.81676, -0.69465)
H (-0.24701, -1.99048, -0.35538)
H (-1.37546, 0.59293, -1.22202)
H (-0.19351, 1.93069, -0.87509)
H (-0.40374, 1.17914, 1.56544)
H (-2.12867, -0.52525, 0.26020)

The energy above the lowest of the compared OMol25 structures with the same formula, charge and spin comes out at 142.3 kcal/mol. The net charge is -1. Its largest force on an atom is 5.10 eV Å⁻¹. For the HOMO-LUMO gap (alpha / beta), the calculation gives 5.46 / 7.05 eV. The value obtained for the total energy is -361.08088 a.u.



A 3-piece molecular cluster, C3H12N2O2 overall in a non-equilibrium geometry, computed with the ωB97M-V functional and the def2-TZVPD basis.

Geometry (Å):
C (-0.65141, 0.27168, 2.48112)
C (0.13256, 0.38302, 1.22764)
C (-0.04286, 1.41477, 0.30771)
N (0.44013, 1.32439, -0.97616)
N (0.98549, -0.60006, 0.95480)
H (-0.02407, 0.11474, 3.36448)
H (-1.31830, -0.58788, 2.43929)
H (-1.16936, 1.19765, 2.72493)
H (-0.52483, 2.33798, 0.60202)
H (0.14522, 0.45495, -1.40415)
H (-0.08866, 2.00261, -1.53113)
H (1.75825, -0.34336, 0.35542)
H (1.21605, -1.22536, 1.69139)
H (1.13269, 0.57078, -3.65329)
H (1.74672, -0.42581, -2.67649)
O (1.19157, -0.36903, -3.45032)
H (-1.13502, -1.74580, -0.08976)
H (-2.06977, -2.53406, 0.86760)
O (-2.03508, -1.81935, 0.22796)

The energy above the lowest of the compared OMol25 structures with the same formula, charge and spin comes out at 0.5 kcal/mol. The net charge is +1. Its largest force on an atom is 2.25 eV Å⁻¹. Its spin multiplicity is 2. For the HOMO-LUMO gap (alpha / beta), the calculation gives 10.42 / 8.61 eV. Its expectation value of S² is 0.755. The value obtained for the total energy is -381.21186 a.u.



An isolated ion of composition C8H15N2 and charge +1 in a non-equilibrium geometry, computed with the ωB97M-V functional and the def2-TZVPD basis.

Geometry (Å):
C (0.35517, -0.45876, -2.36098)
C (-0.17169, -1.42823, -1.33355)
C (-0.20645, -0.68766, -0.07317)
C (0.81958, 0.13136, 0.57453)
C (2.17867, 0.26383, 0.06722)
N (0.13080, 0.81982, 1.57022)
C (0.89143, 1.64719, 2.42287)
C (-1.16259, 0.49522, 1.55949)
N (-1.37772, -0.30476, 0.48692)
C (-2.70566, -0.64380, 0.03264)
H (1.49945, -0.53693, -2.55187)
H (0.15916, 0.64300, -2.03552)
H (-0.14460, -0.65676, -3.45928)
H (0.64785, -2.19351, -1.19012)
H (-1.14378, -1.73434, -1.62365)
H (2.40111, 1.29247, 0.23482)
H (2.98801, -0.22168, 0.67933)
H (2.05129, -0.17890, -0.89635)
H (0.91583, 1.32270, 3.57489)
H (1.96973, 1.65506, 2.15418)
H (0.49905, 2.74683, 2.54693)
H (-1.91687, 0.93901, 2.04540)
H (-3.29933, 0.22961, -0.24756)
H (-2.51955, -1.21661, -0.92927)
H (-3.28567, -1.21450, 0.80298)

The energy above the lowest of the compared OMol25 structures with the same formula, charge and spin comes out at 34.8 kcal/mol. The net charge is +1. Its largest force on an atom is 5.55 eV Å⁻¹. For the HOMO-LUMO gap, the calculation gives 9.67 eV. Its structure (SMILES) is CCc1c(C)[n+](C)cn1C. The value obtained for the total energy is -423.03889 a.u.



Question: The highest largest force on an atom belongs to which entry?
Answer: C8H15N2



Question: The highest largest force on an atom belongs to which entry?
Answer: C8H15N2